Record 1
Formula: C19H32AsMnOPS4Si2
Source: the OMol25 dataset
Level of theory: ωB97M-V/def2-TZVPD

Its relative energy (zero: lowest compared OMol25 entry of this formula, charge and spin) is 0.0 kcal per mole. Its HOMO energy (spin up / spin down) is -11.20 / -11.26 eV. The net charge is +1.

```
61
Properties=species:S:1:pos:R:3:nbo_charge:R:1
Mn 1.05 1.17 -0.43 -0.050
O -2.14 5.55 -2.90 -0.505
C -1.64 4.71 -2.22 0.206
S -0.26 5.00 -1.14 0.404
C -0.12 3.38 -0.52 -0.392
C -1.04 2.48 -0.98 -0.474
S -1.19 0.74 -0.55 0.090
S -2.19 3.01 -2.17 0.361
S 1.25 3.11 0.57 0.026
C -4.19 -1.45 0.49 -1.134
Si -4.05 0.21 1.32 1.406
C -4.85 0.25 3.00 -1.132
C -4.77 1.51 0.20 -1.133
As -1.79 0.86 1.72 -0.065
Si -0.71 -1.19 2.34 1.415
C 0.86 -0.67 3.19 -1.132
C -1.81 -2.06 3.57 -1.131
C -0.37 -2.24 0.85 -1.138
H -5.24 -1.65 0.24 0.256
H -3.85 -2.27 1.11 0.241
H -3.63 -1.47 -0.45 0.242
H -5.89 -0.05 2.91 0.256
H -4.82 1.26 3.41 0.253
H -4.38 -0.42 3.71 0.246
H -5.84 1.35 0.13 0.256
H -4.36 1.45 -0.81 0.241
H -4.60 2.51 0.58 0.251
H 0.63 -0.21 4.14 0.254
H 1.43 0.06 2.60 0.237
H 1.51 -1.53 3.37 0.249
H -2.03 -1.43 4.42 0.251
H -1.26 -2.93 3.94 0.255
H -2.74 -2.42 3.15 0.245
H 0.19 -1.69 0.08 0.228
H -1.28 -2.62 0.41 0.251
H 0.24 -3.10 1.15 0.254
C 3.53 0.79 -2.80 -0.957
P 1.77 1.13 -2.57 1.186
C 0.93 -0.07 -3.63 -0.957
C 1.53 2.71 -3.41 -0.959
H 3.81 0.91 -3.85 0.249
H 3.77 -0.22 -2.49 0.253
H 4.12 1.48 -2.20 0.257
H 1.33 -0.04 -4.65 0.250
H -0.14 0.16 -3.68 0.253
H 1.04 -1.08 -3.24 0.248
H 1.93 2.65 -4.42 0.252
H 2.04 3.51 -2.86 0.261
H 0.46 2.95 -3.46 0.248
C 2.17 0.08 -0.12 0.295
C 3.11 -0.99 0.05 -0.226
C 4.30 -0.76 0.74 -0.150
C 5.19 -1.80 0.93 -0.206
C 4.89 -3.06 0.42 -0.156
C 3.71 -3.29 -0.26 -0.199
C 2.81 -2.26 -0.45 -0.179
H 4.52 0.23 1.12 0.230
H 6.12 -1.63 1.45 0.235
H 5.59 -3.87 0.57 0.232
H 3.49 -4.28 -0.65 0.231
H 1.88 -2.43 -0.97 0.222
```

Record 2
Formula: C22H30O2OsSi
Source: the OMol25 dataset
Level of theory: ωB97M-V/def2-TZVPD

Its relative energy (zero: lowest compared OMol25 entry of this formula, charge and spin) is 0.0 kcal per mole. Its HOMO energy (spin up / spin down) is -14.11 / -15.28 eV. The net charge is +2. The spin multiplicity is 5.

```
56
Properties=species:S:1:pos:R:3:lowdin_charge:R:1
C 0.31 0.14 2.96 -0.208
C 1.63 -0.33 2.72 -0.206
C 2.39 0.77 2.21 -0.222
H 2.02 -1.32 2.94 0.150
C 1.54 1.90 2.12 -0.203
C 0.25 1.50 2.58 -0.214
H -0.60 2.17 2.72 0.135
H -0.52 -0.43 3.38 0.142
H 3.46 0.76 2.00 0.149
H 1.83 2.90 1.84 0.141
Os 0.85 0.38 1.03 1.542
C 1.02 -0.99 -3.40 -0.064
H 1.79 -0.30 -3.02 0.039
H 1.39 -1.29 -4.41 0.095
H 1.00 -1.97 -2.86 0.057
Si 0.09 -0.19 -1.23 0.758
C -1.15 -1.56 -0.92 -0.339
C -1.03 -2.26 0.30 -0.150
H -0.32 -1.87 1.06 0.061
C -1.78 -3.41 0.53 -0.048
H -1.66 -3.94 1.48 0.122
C -2.67 -3.87 -0.46 -0.023
H -3.26 -4.77 -0.28 0.122
C -2.82 -3.16 -1.66 -0.039
H -3.50 -3.52 -2.45 0.124
C -2.10 -1.98 -1.87 -0.076
H -2.24 -1.39 -2.79 0.114
C 2.00 -0.70 -0.56 -0.442
C 2.22 -2.11 -0.57 -0.071
H 1.35 -2.79 -0.52 0.114
C 3.52 -2.60 -0.75 -0.018
H 3.67 -3.67 -0.80 0.129
C 4.61 -1.72 -0.87 0.009
H 5.63 -2.12 -0.96 0.141
C 4.39 -0.34 -0.89 -0.034
H 5.22 0.36 -0.96 0.130
C 3.09 0.18 -0.85 -0.115
H 2.89 1.24 -0.99 0.129
H -0.47 0.94 -2.03 0.015
H 0.02 -0.50 -3.56 0.042
C -0.75 4.33 0.87 -0.066
O -0.51 3.22 -0.01 -0.236
C -1.69 2.97 -0.76 -0.216
C -2.78 2.31 0.07 -0.185
O -2.18 1.43 1.02 -0.282
C -3.17 0.81 1.84 -0.076
H 0.22 4.65 1.29 0.095
H -1.40 4.01 1.70 0.091
H -1.22 5.15 0.31 0.108
H -2.08 3.91 -1.19 0.142
H -1.43 2.28 -1.58 0.063
H -3.44 1.73 -0.60 0.141
H -3.36 3.09 0.59 0.139
H -2.70 0.02 2.43 0.080
H -3.62 1.56 2.53 0.108
H -3.98 0.39 1.22 0.107
```

Record 3
Formula: C11H15N
Source: the OMol25 dataset
Level of theory: ωB97M-V/def2-TZVPD

Its relative energy (zero: lowest compared OMol25 entry of this formula, charge and spin) is 8.9 kcal per mole. Its HOMO energy is -7.82 eV. As for the structure (SMILES): Cc1c[nH]c2ccccc12.CC.

```
27
Properties=species:S:1:pos:R:3:nbo_charge:R:1
C -0.15 -1.11 -2.71 -0.627
C -0.52 0.10 -1.91 -0.089
C -0.24 1.38 -2.28 -0.023
C -0.93 0.22 -0.54 -0.102
C -1.09 1.56 -0.24 0.135
C -1.47 -0.73 0.37 -0.185
C -1.79 2.02 0.88 -0.232
C -2.03 -0.28 1.54 -0.241
C -2.23 1.10 1.79 -0.217
N -0.56 2.28 -1.30 -0.529
H 0.25 -1.92 -2.09 0.215
H 0.65 -0.87 -3.40 0.218
H 0.19 1.74 -3.21 0.205
H -0.34 3.26 -1.33 0.411
H -1.23 -1.77 0.17 0.211
H -1.88 3.10 0.99 0.210
H -2.45 -0.97 2.26 0.211
H -2.83 1.38 2.65 0.214
H -1.03 -1.49 -3.23 0.216
C 2.68 -1.79 1.11 -0.606
C 2.26 -0.47 1.76 -0.612
H 3.74 -1.74 0.84 0.201
H 2.55 -2.63 1.78 0.203
H 2.10 -1.97 0.21 0.200
H 2.48 -0.47 2.83 0.199
H 1.17 -0.32 1.73 0.213
H 2.71 0.41 1.31 0.202
```

no.,electronic energy (eV)
1,-182808.626
2,-37716.347
3,-13140.406